Entry from the OMol25 dataset: C5H6NdO4 as an isolated structure at a distorted geometry (the ωB97M-V functional and the def2-TZVPD basis).

Summary:
total charge	+2
gap between HOMO and LUMO (spin up / spin down)	6.1 / 6.7	eV
relative energy (zero: lowest compared OMol25 entry of this formula, charge and spin)	21.1	kcal/mol
spin multiplicity	5
lowest unoccupied orbital energy (spin up / spin down)	-10.05 / -9.57	eV

Each line ends with the Löwdin spin population.
Element x y z (Å)
O (2.10469, 0.54116, 0.24314)  0.176
C (2.61019, 1.39106, -0.57118)  0.216
C (2.16838, 2.74184, -0.58419)  0.335
O (1.26896, 3.13778, 0.22878)  0.128
Nd (0.46502, 1.75610, 1.81431)  3.143
H (3.48601, 1.10050, -1.16321)  0.005
H (2.74040, 3.47743, -1.16481)  0.011
C (-3.00711, -1.70495, -1.05260)  0.001
C (-2.13845, -1.68589, -0.05171)  -0.001
O (-1.03550, -0.83643, -0.15888)  0.001
C (-0.10841, -0.76229, 0.77089)  -0.014
O (0.08950, -1.90556, 1.37847)  -0.002
H (-2.88063, -1.07509, -1.93395)  0.000
H (-2.30507, -2.15104, 0.91815)  0.000
H (-3.94719, -2.24034, -0.92201)  0.000
H (0.48921, -1.78429, 2.24881)  0.000